Entry 1:
A structure of composition C21H21ClN2PRu at a distorted geometry. Source: the OMol25 dataset; level of theory: ωB97M-V/def2-TZVPD.

Values from the calculation:
- Kohn-Sham gap (alpha / beta) (eV) = 8.13 / 4.22
- expectation value of S² = 8.7691
- charge = +2
- M (g/mol) = 468.910
- highest occupied orbital energy (alpha / beta) (eV) = -14.03 / -14.80
- multiplicity = 6
- E_tot (eV) = -49469.48510

Geometry as XYZ:
```
47
C21H21ClN2PRu (ωB97M-V/def2-TZVPD)
Ru -1.22462 0.82112 -0.42914
Cl 0.13674 -0.81714 -1.41141
P 0.44338 2.14686 -0.69923
C 0.20584 3.50836 0.53086
C -0.49788 4.67655 0.21402
C -0.74523 5.62425 1.20818
C -0.28874 5.42941 2.51286
C 0.40387 4.26516 2.82439
C 0.65120 3.29333 1.85812
C 2.24898 1.91100 -0.71631
C 2.84731 0.84388 -1.41156
C 4.21996 0.75479 -1.62060
C 5.04586 1.77503 -1.12707
C 4.50914 2.73023 -0.26371
C 3.11408 2.83282 -0.09099
C 0.06362 2.75790 -2.40315
C -0.97234 2.06159 -3.03859
C -1.37425 2.41922 -4.31676
C -0.71135 3.42701 -5.01317
C 0.34000 4.12550 -4.37560
C 0.73188 3.78586 -3.06978
H 2.21176 0.02526 -1.78615
H 4.64486 -0.10348 -2.13460
H 6.09054 1.79143 -1.40481
H 5.17156 3.38014 0.30722
H 2.72499 3.62257 0.54289
H -0.84600 4.80876 -0.82177
H -1.30792 6.51631 0.95454
H -0.49560 6.17782 3.26905
H 0.75438 4.09714 3.84503
H 1.19924 2.37291 2.11311
H -1.45377 1.21936 -2.45128
H -2.22807 1.90029 -4.77842
H -0.98784 3.67558 -6.04182
H 0.83693 4.93872 -4.89298
H 1.55988 4.31109 -2.58353
H -2.07402 2.34039 -0.24828
H -2.16869 1.98888 -1.12001
N -3.22230 1.29165 3.17240
C -4.23802 1.37540 2.23530
C -3.66911 1.22934 1.01074
N -2.29735 1.07970 1.21902
C -2.02999 1.12734 2.53326
H -3.33115 1.34493 4.15716
H -5.26367 1.53818 2.48971
H -4.04794 1.26322 -0.00042
H -1.07987 1.01733 2.98896
```

---

Entry 2:
A structure of composition C6H15N at a distorted geometry. Source: the OMol25 dataset; level of theory: ωB97M-V/def2-TZVPD.

Values from the calculation:
- Kohn-Sham gap (eV) = 5.81
- M (g/mol) = 101.193
- highest occupied orbital energy (eV) = -6.16
- energy relative to the best compared isomer or geometry (same formula, charge and spin) (kJ/mol) = 774.9
- E_tot (eV) = -7947.73519

Geometry as XYZ:
```
22
C6H15N (ωB97M-V/def2-TZVPD)
C 2.38606 -0.73908 0.15447
N 1.19626 -1.47956 0.49156
C -0.82714 0.95973 0.45341
C -1.37112 0.39641 -0.69712
C -1.09619 -1.06587 -0.88728
C -2.55332 0.60723 0.42618
C 2.15260 0.79534 -0.07557
H 3.08029 -0.72066 1.02902
H 2.87340 -1.11548 -0.77949
H 1.39592 -2.23177 1.13465
H -0.41153 1.96683 0.58900
H -0.21329 0.38675 1.15780
H -1.61108 0.98913 -1.57431
H -1.91003 -1.80518 -0.83762
H 0.06143 -1.15160 -0.15154
H -0.62408 -1.39918 -1.81115
H -3.47868 0.45262 -0.16600
H -2.67223 -0.00009 1.32410
H -2.84856 1.65175 0.68966
H 1.86387 1.40512 0.83052
H 3.11095 1.23584 -0.36038
H 1.49646 0.86171 -0.93991
```